1.
{
  "formula": "C4H6OS",
  "method": "ωB97M-V/def2-TZVPD",
  "elements": ["C", "C", "C", "C", "O", "S", "H", "H", "H", "H", "H", "H"],
  "coordinates": [[1.270, 1.579, 0.376], [-0.407, -1.661, 0.460], [1.064, 0.251, 0.184], [-0.182, -0.372, 0.226], [-1.496, 0.838, 0.000], [-2.968, 0.368, 0.053], [2.191, 2.035, 0.075], [0.604, 2.316, 0.535], [-1.357, -2.168, 0.690], [0.333, -2.509, 0.498], [1.998, -0.364, -0.104], [-3.207, 0.443, -1.261]],
  "e_lumo_ev": 0.422,
  "homo_lumo_gap_ha": 0.328,
  "homo_ha": -0.31216
}

---

2.
{
  "formula": "C4H6OS",
  "method": "ωB97M-V/def2-TZVPD",
  "elements": ["C", "C", "C", "C", "H", "H", "H", "H", "H", "H", "O", "S"],
  "coordinates": [[-0.946, -0.274, 0.398], [-0.555, 1.081, -0.232], [0.418, -0.087, -0.339], [1.635, -0.109, 0.392], [-1.747, -1.239, -1.052], [-0.733, -0.430, 1.487], [-0.198, 1.840, 0.437], [-1.111, 1.374, -1.055], [0.530, -0.488, -1.351], [1.482, -0.046, 1.569], [-1.896, -1.168, -0.099], [3.121, -0.454, -0.155]],
  "e_lumo_ev": -0.187,
  "homo_lumo_gap_ha": 0.313,
  "smiles": "O[C@@H]1C[C@H]1C=S",
  "homo_ha": -0.31991
}

---

3.
{
  "formula": "C4H6OS",
  "method": "ωB97M-V/def2-TZVPD",
  "elements": ["C", "C", "C", "C", "H", "H", "H", "H", "H", "H", "O", "S"],
  "coordinates": [[-2.295, -0.699, -0.115], [-0.987, -0.600, 0.326], [0.839, 0.890, 0.302], [1.815, -0.072, -0.360], [-2.486, 0.509, -0.722], [-2.858, -1.617, -0.105], [-0.644, -1.065, 1.180], [1.226, 1.759, -0.430], [0.906, 1.133, 1.484], [1.614, -0.322, -1.478], [-0.446, 0.578, -0.139], [3.314, -0.493, 0.057]],
  "e_lumo_ev": -0.318,
  "homo_lumo_gap_ha": 0.310,
  "homo_ha": -0.32148
}

---

In terms of stability, 2 leads; the second structure lies 2.145 eV higher.